No. 1
Computed, not measured: a single C4H9NO2 molecule, with ωB97M-V/def2-TZVPD.

Geometry as XYZ:
```
16
Properties=species:S:1:pos:R:3:forces:R:3:nbo_charge:R:1
C 1.690 0.075 0.780 -0.235 -0.196 0.009 -0.4537
C 0.687 -0.425 0.063 0.391 0.312 -0.091 0.1541
C 0.866 -0.959 -1.329 0.004 -0.112 -0.360 -0.6550
N -0.676 -0.446 0.510 0.136 0.347 -0.284 -0.1973
O -0.744 -0.157 1.897 -0.147 -0.090 0.243 -0.5910
C -1.476 0.570 -0.193 -0.166 -0.697 -0.066 0.0697
O -0.814 1.793 -0.400 -0.414 0.163 0.160 -0.7181
H 1.493 0.463 1.767 0.137 0.019 0.047 0.2171
H 2.704 0.110 0.390 -0.255 -0.137 0.048 0.2021
H 1.285 -1.965 -1.323 0.014 -0.078 0.156 0.2264
H 1.538 -0.337 -1.918 0.024 0.072 0.115 0.2262
H -0.069 -1.032 -1.881 -0.095 0.057 0.069 0.2135
H -1.174 -0.954 2.232 0.125 0.169 0.131 0.4753
H -1.710 0.134 -1.167 -0.001 0.187 0.035 0.1711
H -2.400 0.673 0.391 0.268 0.051 -0.228 0.1809
H -1.201 2.457 0.180 0.213 -0.068 0.015 0.4787
```
Positions in Å, forces in eV/Å.

Computed properties:
* ΔE to the lowest compared entry with this formula, charge and spin: 81.5 kcal per mole
* net charge: 0
* SMILES string: C=C(C)N(O)CO
* Kohn-Sham gap: 0.3453 Eh
* F_max: 0.72 eV Å⁻¹
* calculated total energy: -362.95572 a.u.

***

No. 2
Computed, not measured: 9 unconnected molecules or ions with the total composition C18H54O9S9, with ωB97M-V/def2-TZVPD.

Geometry as XYZ:
```
90
Properties=species:S:1:pos:R:3:forces:R:3:mulliken_charge:R:1
C 12.870 12.308 8.142 -2.014 -0.081 -0.766 -1.0259
S 13.767 11.612 9.415 0.757 0.515 0.999 0.7571
O 14.320 10.362 8.896 0.285 -1.438 -0.198 -0.7634
C 15.082 12.767 9.255 2.125 0.718 0.627 -0.8811
H 11.900 11.779 8.208 0.333 0.476 -0.795 0.3006
H 13.434 12.154 7.231 -0.130 -0.187 -0.321 0.4304
H 12.700 13.362 8.307 -0.183 0.262 0.131 0.3146
H 15.807 12.566 10.053 0.067 -0.355 -0.142 0.2350
H 14.842 13.809 9.445 -0.583 0.091 -0.278 0.1931
H 15.619 12.652 8.288 -0.610 -0.048 0.479 0.4321
C 14.092 15.849 17.048 0.232 -0.615 1.568 -0.9432
S 13.522 16.760 15.698 -1.945 -2.065 -2.142 0.4480
O 14.149 16.028 14.535 0.051 0.853 0.111 -0.4161
C 14.359 18.189 16.086 2.719 1.376 1.325 -0.9301
H 13.622 16.229 17.933 -0.425 0.297 0.676 0.5106
H 15.171 15.982 17.223 -0.260 -0.454 -0.467 0.3474
H 13.742 14.816 16.953 0.401 0.152 -0.183 0.1419
H 14.600 18.896 15.308 -0.661 0.051 -0.609 0.3326
H 15.353 17.801 16.385 -0.188 0.638 0.114 0.2524
H 13.899 18.709 16.944 0.056 -0.314 -0.400 0.3560
C 19.272 9.099 17.068 0.214 -1.910 1.115 -0.9356
S 19.161 9.994 15.616 0.753 1.534 -1.122 0.5454
O 19.555 9.123 14.501 0.478 -0.638 -0.721 -0.6679
C 17.431 10.073 15.578 -1.123 -0.764 0.037 -0.5189
H 18.881 9.720 17.855 0.275 0.248 0.619 0.3522
H 20.308 8.742 17.207 -0.503 0.402 0.181 0.3550
H 18.605 8.229 16.986 0.252 -0.009 0.001 0.2230
H 17.178 10.697 14.735 -0.339 0.379 0.103 -0.0316
H 17.077 10.401 16.552 -0.317 0.442 -0.136 0.3282
H 17.031 9.061 15.400 0.268 0.174 0.050 0.4087
C 8.298 13.280 10.831 0.216 0.015 0.937 -0.8506
S 9.209 11.890 10.131 -2.297 0.959 -0.463 0.4033
O 9.797 12.537 8.944 0.947 -0.151 -1.023 -0.5899
C 10.400 11.778 11.360 1.148 -0.062 0.178 -0.7210
H 8.010 13.048 11.848 0.193 0.037 0.489 0.1651
H 7.369 13.366 10.331 -0.786 0.161 -0.930 0.4199
H 8.851 14.242 10.770 -0.036 -0.856 -0.046 0.3012
H 11.089 11.038 10.963 0.402 -0.082 0.272 0.2726
H 9.971 11.417 12.281 -0.020 -0.002 0.356 0.4150
H 10.881 12.750 11.450 0.183 -0.038 0.290 0.1794
C 10.360 14.295 15.736 0.958 1.396 0.420 -0.6071
S 9.069 13.392 16.521 0.245 -0.901 0.307 0.5175
O 8.395 14.296 17.468 -0.311 0.676 0.475 -0.6693
C 8.016 13.199 15.100 0.659 -0.061 0.519 -0.6976
H 10.048 15.327 15.498 -0.167 -0.474 -0.083 0.4049
H 10.818 13.790 14.904 -0.117 -0.436 -0.504 0.1973
H 11.161 14.397 16.478 -0.192 -0.064 0.049 0.0935
H 8.652 12.530 14.497 -0.888 0.004 -0.247 0.0747
H 7.858 14.176 14.658 -0.153 0.077 -0.277 0.2955
H 7.104 12.799 15.551 0.079 -0.256 -0.669 0.3826
C 14.770 7.291 18.912 0.563 -1.083 0.245 -0.8900
S 13.549 8.319 18.238 -0.897 1.784 -0.203 0.4689
O 14.221 9.643 17.990 -0.133 -0.460 -0.019 -0.5727
C 13.349 7.539 16.665 0.381 -0.536 0.245 -0.8566
H 14.357 6.389 19.354 -0.294 -0.025 0.106 0.3808
H 15.188 7.905 19.695 0.488 -0.002 0.183 0.3259
H 15.476 6.970 18.154 0.433 0.300 0.006 0.2507
H 13.041 6.514 16.882 -0.591 0.154 -0.391 0.3974
H 14.280 7.479 16.143 0.910 0.072 -0.154 0.2480
H 12.721 8.167 16.061 -0.823 -0.135 -0.102 0.2723
C 16.033 16.034 11.142 0.061 -0.871 -0.129 -0.6553
S 16.295 17.597 11.883 1.335 -0.511 1.190 0.5969
O 16.965 18.349 10.822 0.955 1.121 -0.911 -0.6955
C 14.659 18.082 11.856 -1.762 0.302 -0.040 -0.7987
H 16.959 15.485 11.293 0.113 -0.027 -0.556 0.0118
H 15.790 16.235 10.083 0.184 -0.285 0.464 0.5529
H 15.279 15.472 11.674 -0.480 -0.124 0.068 0.0953
H 14.309 17.860 10.853 -0.315 0.391 -0.197 0.3638
H 14.595 19.137 12.102 -0.050 0.117 -0.125 0.3438
H 14.094 17.491 12.567 -0.115 -0.124 0.271 0.1040
C 18.684 14.124 13.062 -0.035 0.561 0.288 -1.4243
S 17.124 13.974 13.907 -0.942 0.246 -1.414 1.1390
O 16.859 12.518 13.782 -0.368 -0.547 0.273 -0.8487
C 17.664 14.329 15.520 0.594 -0.565 1.614 -1.1971
H 19.070 15.122 13.278 0.229 -0.031 -0.202 0.4347
H 18.495 14.009 11.978 0.278 -0.217 0.706 0.3567
H 19.292 13.348 13.535 0.221 0.025 -0.546 0.4607
H 16.871 14.336 16.274 -0.262 -0.594 -0.437 0.2046
H 17.974 15.348 15.549 0.715 0.863 -0.249 0.4874
H 18.471 13.636 15.828 -0.323 0.377 -0.118 0.3671
C 13.942 11.983 15.392 0.451 0.462 0.859 0.1855
S 13.211 11.329 13.946 -0.746 0.200 -0.349 0.1888
O 11.788 11.776 14.132 -0.651 -0.642 0.093 -0.5564
C 13.781 12.575 12.855 1.118 -1.159 -0.823 0.6968
H 13.783 13.067 15.336 -0.369 -0.194 0.265 -0.4817
H 15.017 11.862 15.523 -0.088 -0.561 -0.160 0.0129
H 13.345 11.478 16.157 0.417 0.375 0.389 0.3912
H 14.866 12.475 12.840 0.197 0.468 0.076 0.0200
H 13.403 13.480 13.287 -0.079 0.716 -0.223 0.1860
H 13.442 12.289 11.861 -0.369 0.492 0.102 -0.7050
```
Positions in Å, forces in eV/Å.

Computed properties:
* ΔE to the lowest compared entry with this formula, charge and spin: 36.5 kcal per mole
* net charge: 0
* Kohn-Sham gap: 0.3194 Eh
* F_max: 3.55 eV Å⁻¹
* calculated total energy: -4978.69964 a.u.

***

No. 3
Computed, not measured: 3 unconnected molecules or ions with the total composition C3H10N4, with ωB97M-V/def2-TZVPD.

Geometry as XYZ:
```
17
Properties=species:S:1:pos:R:3:forces:R:3:nbo_charge:R:1
C 2.710 -0.481 -0.335 1.554 -0.063 -0.057 -0.6010
C -2.463 1.131 -0.340 -0.050 0.445 -0.074 -0.4876
N 0.349 -0.871 -0.278 0.195 2.071 -0.169 -0.2639
N -1.929 -0.171 -0.040 -1.246 0.133 0.033 -0.4820
C 0.538 0.342 -0.031 -0.777 -2.039 -0.451 0.6301
N 0.234 -1.855 0.646 -0.323 -0.439 0.641 -0.6302
N 0.687 1.550 0.008 0.250 0.483 0.079 -0.6915
H -1.906 -0.291 0.976 0.166 0.028 -0.016 0.3015
H 0.372 -2.754 0.211 0.128 0.086 0.062 0.3752
H 0.776 -1.725 1.492 0.139 -0.047 -0.159 0.3570
H -0.165 2.106 0.056 0.137 -0.149 0.028 0.3893
H 3.013 -0.227 0.673 -0.070 0.009 0.005 0.1724
H 2.817 -1.517 -0.627 -0.100 0.006 0.022 0.1700
H 2.912 0.258 -1.097 -0.107 0.024 0.014 0.1858
H -3.556 1.154 -0.174 0.182 -0.160 0.017 0.2198
H -2.312 1.367 -1.397 0.010 -0.052 0.075 0.1978
H -2.076 1.986 0.257 -0.088 -0.335 -0.049 0.1574
```
Positions in Å, forces in eV/Å.

Computed properties:
* ΔE to the lowest compared entry with this formula, charge and spin: 163.2 kcal per mole
* net charge: 0
* Kohn-Sham gap (spin up / spin down): 0.2699 / 0.3344 Eh
* F_max: 2.23 eV Å⁻¹
* calculated total energy: -339.06793 a.u.

***

No. 4
Computed, not measured: a molecular structure, C48H43CaClN9O7S3, with ωB97M-V/def2-TZVPD.

Geometry as XYZ:
```
112
Properties=species:S:1:pos:R:3:forces:R:3:mulliken_charge:R:1
Ca 0.865 -0.392 1.049 -0.074 0.932 -0.600 2.3625
C 1.239 0.269 -4.079 0.076 -0.011 -0.102 -0.8615
O 0.243 1.120 -3.483 -0.058 -0.167 0.120 -0.4424
C 0.025 0.575 -2.257 -0.273 0.547 -0.133 -0.0624
N 0.537 -0.544 -1.975 0.299 0.007 0.113 0.9035
C 1.201 -0.996 -3.204 0.088 -0.240 -0.178 0.7794
C 2.544 -1.653 -3.029 0.018 0.051 -0.025 -0.0895
C 3.347 -1.820 -4.157 0.021 0.016 0.045 -0.6299
C 4.582 -2.438 -4.060 0.079 0.014 0.012 -0.7279
C 5.024 -2.903 -2.827 -0.186 0.119 -0.218 -0.6647
C 4.224 -2.750 -1.707 0.125 -0.671 -0.766 -0.7238
C 2.986 -2.130 -1.806 -0.002 -0.076 -0.193 0.4439
C -0.900 1.329 -1.387 0.133 -0.191 -0.239 -0.4356
C -1.741 2.312 -1.882 0.020 0.016 0.045 -0.7673
C -2.670 2.870 -1.013 0.041 -0.102 0.101 -0.9595
C -2.707 2.432 0.298 0.066 0.030 -0.178 -1.0542
C -1.796 1.458 0.694 -0.117 -0.017 0.253 -0.2341
N -0.916 0.906 -0.135 -0.347 0.232 0.560 1.5241
C -1.800 0.955 2.087 0.020 0.207 -0.225 -0.5394
N -1.050 0.036 2.527 -0.265 0.164 0.152 1.2916
C -1.556 -0.280 3.870 -0.138 -0.188 -0.004 0.2429
C -2.341 0.989 4.222 -0.059 -0.047 0.062 -0.5425
O -2.706 1.510 2.921 0.038 -0.167 0.072 -0.4927
C -0.535 -0.744 4.876 -0.012 -0.042 -0.073 -0.6752
C 0.815 -0.879 4.580 -0.087 0.039 -0.021 1.1145
C 1.697 -1.414 5.507 -0.042 0.045 0.030 -0.5856
C 1.238 -1.812 6.752 0.021 -0.004 0.015 -0.7509
C -0.109 -1.678 7.062 0.028 -0.012 0.009 -0.7799
C -0.988 -1.155 6.128 0.020 0.039 0.009 -0.3504
H 2.208 0.774 -4.028 -0.038 -0.015 0.036 0.4027
H 0.960 0.103 -5.119 0.052 0.008 0.026 0.3538
H 0.538 -1.745 -3.660 0.113 0.172 0.098 -0.4158
H 3.007 -1.464 -5.122 -0.027 0.032 -0.064 0.3816
H 5.198 -2.556 -4.942 0.013 0.010 -0.043 0.3971
H 5.990 -3.381 -2.743 0.048 -0.052 0.002 0.4162
H 4.555 -3.099 -0.738 -0.178 -0.310 -1.161 0.6093
H 2.362 -2.021 -0.929 -0.030 -0.130 -0.128 0.5197
H -1.673 2.609 -2.918 0.009 0.000 -0.008 0.5906
H -3.359 3.628 -1.361 0.014 0.005 0.016 0.4462
H -3.400 2.828 1.024 -0.033 0.035 -0.001 0.5962
H -2.277 -1.107 3.737 0.193 0.306 0.076 -0.5940
H -1.726 1.738 4.729 0.031 -0.017 -0.032 0.3587
H -3.257 0.798 4.775 0.005 0.000 0.021 0.3478
H 1.189 -0.584 3.613 0.031 0.105 0.055 0.3400
H 2.742 -1.523 5.243 0.065 0.001 -0.019 0.4287
H 1.922 -2.237 7.476 0.026 -0.012 0.025 0.4123
H -0.480 -2.001 8.025 -0.009 -0.004 0.037 0.3891
H -2.042 -1.086 6.365 -0.078 -0.021 -0.009 0.4243
N -2.288 -1.835 -1.476 -0.344 -0.042 0.190 -0.4074
N -2.040 -2.312 -2.761 0.094 0.134 -0.194 -0.0853
C -1.207 -3.326 -3.068 -0.111 -0.149 0.019 0.2278
N -1.031 -3.503 -4.424 0.043 -0.093 0.015 -0.5457
S -0.481 -4.318 -1.958 -0.038 0.095 -0.089 -0.3696
H -1.412 -1.724 -0.974 0.211 -0.047 0.030 -0.3467
H -2.824 -2.519 -0.942 0.065 0.072 -0.108 0.4424
H -2.352 -1.696 -3.500 -0.010 -0.138 0.137 0.3309
H -1.180 -2.722 -5.043 -0.014 0.005 -0.010 0.2397
H -0.264 -4.113 -4.659 -0.061 0.024 0.013 0.2515
C 6.372 0.196 6.550 -0.010 0.000 0.016 -1.5168
C 5.762 -0.159 5.222 0.023 0.017 0.018 1.2095
C 6.012 -1.391 4.627 0.007 -0.047 -0.047 -0.9232
C 5.433 -1.729 3.413 -0.020 0.119 0.056 -1.1478
C 4.593 -0.821 2.787 0.010 0.036 0.074 -0.0010
C 4.340 0.419 3.355 0.090 -0.067 0.031 -0.1441
C 4.925 0.740 4.568 -0.027 0.008 -0.024 -0.9037
S 3.721 -1.321 1.327 -0.155 -0.060 0.671 1.3638
O 4.560 -2.306 0.683 0.120 0.511 2.107 -0.8328
O 2.435 -1.834 1.838 0.709 -0.339 0.034 -0.4040
N 3.319 -0.068 0.500 0.173 -0.122 -0.035 0.7515
C 4.260 0.622 -0.244 -0.206 0.212 0.065 -0.4144
C 5.592 0.294 -0.350 0.282 -0.084 -0.134 -0.8504
C 6.474 1.043 -1.154 0.011 0.007 0.026 -0.9770
C 6.052 2.141 -1.841 -0.049 -0.020 0.010 -1.0012
C 4.702 2.550 -1.714 0.076 0.037 -0.090 1.3250
C 4.213 3.721 -2.339 0.106 -0.001 0.022 -0.8981
C 2.939 4.131 -2.100 -0.061 -0.017 0.032 -1.2156
C 2.135 3.346 -1.243 -0.117 0.005 -0.115 -0.0912
N 2.522 2.222 -0.706 0.076 -0.221 -0.154 0.3701
C 3.803 1.810 -0.918 -0.059 0.066 0.104 -0.4313
H 7.162 -0.502 6.822 0.021 -0.024 0.008 0.3738
H 5.619 0.174 7.340 -0.021 -0.002 0.014 0.2792
H 6.795 1.201 6.533 0.008 0.026 -0.007 0.3507
H 6.670 -2.096 5.121 0.017 -0.021 0.013 0.3243
H 5.622 -2.686 2.950 0.023 -0.065 -0.036 0.4804
H 3.692 1.121 2.853 -0.103 0.072 -0.056 0.2279
H 4.719 1.704 5.016 0.003 0.043 0.006 0.4251
H 5.971 -0.581 0.159 0.019 0.063 -0.055 0.5788
H 7.508 0.729 -1.217 0.020 -0.016 -0.008 0.4186
H 6.728 2.718 -2.459 0.017 0.021 -0.027 0.3881
H 4.877 4.292 -2.978 0.012 -0.007 -0.012 0.4156
H 2.537 5.031 -2.545 -0.009 0.028 0.023 0.4162
H 1.133 3.675 -0.998 -0.141 -0.018 0.012 0.3987
Cl 0.214 3.319 2.198 0.081 -0.151 -0.029 -0.3443
C 1.402 1.874 2.280 -0.032 -0.145 0.059 -0.9318
H 1.626 1.831 3.353 0.013 0.109 0.026 0.3833
H 2.285 2.271 1.770 -0.017 0.099 0.081 0.3727
O -4.254 -4.444 2.204 -0.075 0.029 0.091 -0.8109
S -3.364 -3.440 2.724 0.041 -0.190 -0.275 1.1895
O -3.918 -2.481 3.655 -0.231 -0.021 0.096 -0.7453
N -2.563 -2.677 1.546 -0.187 0.002 -0.006 -0.3605
C -1.253 -2.823 1.682 -0.044 0.152 0.288 -0.2980
O -0.398 -2.234 1.007 0.188 -0.305 -0.587 -0.0690
C -0.841 -3.721 2.815 -0.033 -0.117 -0.073 0.3265
C 0.437 -4.079 3.205 -0.023 -0.038 0.041 0.0889
C 0.558 -4.932 4.296 -0.070 0.023 -0.033 -0.7367
C -0.569 -5.406 4.966 -0.015 0.013 -0.008 -0.4729
C -1.849 -5.035 4.569 0.052 0.052 0.006 -0.7588
C -1.949 -4.185 3.486 0.011 -0.123 0.148 -0.2252
H 1.297 -3.693 2.676 0.013 0.008 -0.008 0.3548
H 1.541 -5.235 4.631 0.033 -0.002 0.025 0.4169
H -0.446 -6.070 5.811 0.008 -0.015 0.017 0.3889
H -2.728 -5.392 5.087 -0.026 -0.013 0.022 0.4523
```
Positions in Å, forces in eV/Å.

Computed properties:
* net charge: -1
* Kohn-Sham gap: 0.2368 Eh
* F_max: 2.17 eV Å⁻¹
* calculated total energy: -5207.00432 a.u.